# 1
{
  "formula": "C23H25IN7O6Ru",
  "method": "the ωB97M-V functional and the def2-TZVPD basis",
  "symbols": ["Ru", "C", "C", "N", "C", "C", "C", "C", "C", "C", "C", "N", "C", "C", "N", "N", "H", "H", "H", "H", "H", "H", "H", "H", "H", "H", "H", "H", "H", "H", "H", "H", "H", "H", "I", "C", "C", "C", "C", "N", "C", "H", "H", "H", "H", "O", "C", "O", "C", "C", "C", "C", "C", "C", "N", "O", "O", "N", "O", "O", "H", "H", "H"],
  "coordinates": [[0.367, 1.045, -0.079], [0.469, -2.023, -0.162], [0.590, -1.674, -1.630], [-0.144, -0.409, -1.891], [-1.609, -0.557, -1.962], [-2.279, -0.304, -0.632], [-3.580, -0.704, -0.404], [-4.160, -0.454, 0.833], [-3.412, 0.170, 1.820], [-2.115, 0.555, 1.544], [-1.277, 1.238, 2.599], [0.155, 1.295, 2.251], [1.000, 0.226, 2.839], [0.750, -1.076, 2.106], [0.983, -0.886, 0.650], [-1.569, 0.339, 0.326], [1.040, -2.924, 0.071], [-0.567, -2.206, 0.128], [0.198, -2.481, -2.252], [1.634, -1.517, -1.901], [0.197, -0.004, -2.758], [-1.875, -1.559, -2.310], [-2.000, 0.137, -2.709], [-4.130, -1.218, -1.181], [-5.179, -0.762, 1.031], [-3.829, 0.349, 2.803], [-1.417, 0.723, 3.553], [-1.647, 2.256, 2.738], [0.528, 2.199, 2.528], [0.794, 0.113, 3.906], [2.042, 0.534, 2.734], [-0.278, -1.419, 2.238], [1.408, -1.861, 2.484], [1.994, -0.838, 0.460], [1.131, 6.909, -0.267], [-0.067, 5.286, -0.717], [-1.310, 5.431, -1.336], [-2.074, 4.304, -1.605], [-1.596, 3.063, -1.247], [-0.387, 2.906, -0.666], [0.361, 4.004, -0.413], [-1.676, 6.414, -1.604], [-3.039, 4.389, -2.086], [-2.180, 2.172, -1.421], [1.332, 3.839, 0.033], [3.388, -0.190, -0.648], [3.361, 1.012, -0.568], [2.136, 1.626, -0.287], [4.470, 1.944, -0.784], [5.659, 1.432, -1.309], [6.720, 2.295, -1.486], [6.660, 3.636, -1.142], [5.464, 4.102, -0.624], [4.366, 3.291, -0.446], [5.346, 5.533, -0.236], [4.247, 5.891, 0.159], [6.328, 6.216, -0.351], [7.987, 1.756, -2.063], [7.950, 0.606, -2.443], [8.926, 2.514, -2.092], [5.767, 0.392, -1.583], [7.516, 4.285, -1.272], [3.467, 3.724, -0.036]],
  "nbo_charge": [1.624, -0.241, -0.254, -0.604, -0.292, 0.233, -0.223, -0.052, -0.221, 0.244, -0.291, -0.597, -0.247, -0.245, -0.597, -0.522, 0.264, 0.217, 0.250, 0.254, 0.431, 0.257, 0.260, 0.272, 0.276, 0.271, 0.255, 0.267, 0.429, 0.254, 0.236, 0.220, 0.265, 0.457, 0.376, -0.212, -0.093, -0.199, 0.041, -0.511, 0.023, 0.275, 0.273, 0.210, 0.230, -0.568, 0.814, -0.634, -0.245, -0.088, 0.038, -0.095, 0.014, -0.069, 0.532, -0.400, -0.283, 0.527, -0.336, -0.304, 0.285, 0.311, 0.234],
  "multiplicity": 5,
  "e_homo_ev": [-16.965, -16.952],
  "charge": 3
}


# 2
{
  "formula": "C28H36N4Tl",
  "method": "the ωB97M-V functional and the def2-TZVPD basis",
  "symbols": ["Tl", "N", "N", "C", "C", "C", "C", "H", "H", "H", "C", "C", "H", "H", "H", "C", "C", "H", "H", "H", "C", "H", "H", "H", "C", "H", "H", "H", "C", "H", "C", "H", "C", "H", "C", "H", "C", "C", "H", "C", "C", "H", "C", "H", "N", "C", "C", "C", "H", "C", "C", "H", "H", "H", "C", "H", "C", "C", "H", "H", "H", "C", "H", "H", "H", "N", "H", "H", "H"],
  "coordinates": [[-1.276, -0.061, 0.865], [-3.667, 0.801, 1.020], [-1.337, 0.932, -1.681], [0.598, -2.207, 1.003], [-0.379, -2.631, 0.052], [-1.655, -2.647, 0.697], [-2.967, -2.910, 0.059], [-2.912, -2.940, -1.046], [-3.731, -2.149, 0.324], [-3.385, -3.884, 0.400], [-1.470, -2.232, 2.064], [-2.567, -1.872, 2.995], [-2.812, -2.719, 3.666], [-3.499, -1.582, 2.468], [-2.327, -1.007, 3.647], [-0.061, -1.968, 2.251], [0.542, -1.315, 3.434], [-0.162, -0.655, 3.977], [1.426, -0.693, 3.184], [0.888, -2.056, 4.182], [-0.157, -2.922, -1.382], [-0.567, -3.913, -1.681], [0.913, -2.912, -1.654], [-0.660, -2.173, -2.036], [2.026, -1.933, 0.730], [2.331, -0.928, 1.090], [2.255, -1.942, -0.352], [2.704, -2.672, 1.216], [-4.662, 1.434, 1.706], [-4.902, 1.131, 2.740], [-5.416, 2.485, 1.133], [-6.186, 3.006, 1.737], [-5.148, 2.855, -0.182], [-5.691, 3.667, -0.690], [-4.183, 2.159, -0.901], [-3.910, 2.348, -1.931], [-3.478, 1.104, -0.297], [-2.508, 0.381, -1.130], [-2.704, -0.626, -1.475], [-0.153, 0.597, -1.080], [-1.095, 1.824, -2.746], [-1.946, 2.202, -3.252], [0.231, 1.998, -2.803], [0.797, 2.570, -3.534], [0.815, 1.285, -1.746], [2.235, 1.102, -1.559], [2.902, 0.026, -2.197], [4.262, -0.205, -1.934], [4.794, -0.996, -2.478], [4.963, 0.588, -1.026], [6.448, 0.393, -0.803], [6.635, -0.062, 0.184], [6.973, 1.361, -0.835], [6.852, -0.273, -1.580], [4.272, 1.570, -0.315], [4.821, 2.188, 0.407], [2.917, 1.820, -0.550], [2.182, 2.843, 0.252], [1.825, 3.649, -0.400], [2.888, 3.270, 0.974], [1.333, 2.427, 0.816], [2.175, -0.870, -3.146], [2.304, -0.499, -4.173], [1.104, -0.926, -2.925], [2.596, -1.889, -3.098], [-0.638, 1.664, 2.207], [-1.331, 1.542, 2.932], [-0.775, 2.503, 1.659], [0.307, 1.541, 2.551]],
  "nbo_charge": [0.595, -0.492, -0.397, -0.117, -0.123, -0.140, -0.629, 0.203, 0.209, 0.195, -0.142, -0.638, 0.196, 0.216, 0.198, -0.150, -0.630, 0.197, 0.195, 0.198, -0.620, 0.196, 0.199, 0.192, -0.620, 0.196, 0.199, 0.191, 0.028, 0.186, -0.292, 0.203, -0.221, 0.201, -0.237, 0.204, 0.192, -0.517, 0.225, 0.158, -0.083, 0.218, -0.107, 0.213, -0.443, 0.123, 0.039, -0.232, 0.203, 0.006, -0.627, 0.220, 0.212, 0.210, -0.235, 0.202, 0.031, -0.642, 0.221, 0.208, 0.233, -0.650, 0.215, 0.247, 0.219, -1.182, 0.403, 0.384, 0.387],
  "e_homo_ev": [-0.769, -0.767],
  "charge": -1,
  "relative_energy_kj_mol": 179.75
}


# 3
{
  "formula": "C28H25ClCuF3N6O7S",
  "method": "the ωB97M-V functional and the def2-TZVPD basis",
  "symbols": ["Cu", "C", "C", "O", "N", "C", "C", "C", "C", "C", "C", "N", "H", "H", "H", "H", "H", "H", "H", "H", "H", "H", "S", "C", "N", "C", "C", "N", "H", "H", "H", "H", "H", "H", "F", "C", "F", "F", "C", "C", "C", "C", "C", "C", "C", "C", "H", "H", "H", "H", "Cl", "C", "H", "H", "O", "C", "O", "C", "C", "C", "C", "C", "C", "N", "O", "O", "N", "O", "O", "H", "H", "H"],
  "coordinates": [[-0.020, -0.009, -0.303], [-1.899, -3.618, 1.040], [-0.834, -2.553, 0.924], [-0.483, -2.135, -0.175], [-0.190, -2.300, 2.094], [0.715, -1.171, 2.290], [1.945, -1.267, 1.437], [3.150, -1.723, 1.943], [4.266, -1.762, 1.116], [4.125, -1.365, -0.210], [2.886, -0.940, -0.636], [1.830, -0.866, 0.166], [-2.853, -3.144, 0.827], [-1.930, -4.057, 2.033], [-1.715, -4.395, 0.301], [-0.754, -2.482, 2.910], [0.988, -1.144, 3.347], [0.193, -0.243, 2.034], [3.217, -2.036, 2.972], [5.219, -2.098, 1.495], [4.961, -1.388, -0.894], [2.704, -0.635, -1.656], [-1.677, 0.594, -1.947], [-0.801, 0.163, -3.278], [-0.664, 0.930, -4.375], [0.073, 0.277, -5.430], [0.540, -1.029, -4.749], [-0.192, -1.021, -3.499], [-0.934, 1.895, -4.385], [0.906, 0.893, -5.780], [-0.596, 0.075, -6.278], [1.621, -1.022, -4.573], [0.284, -1.913, -5.342], [-0.034, -1.657, -2.736], [3.417, 4.439, -7.330], [4.006, 3.412, -6.699], [4.099, 2.423, -7.624], [5.286, 3.802, -6.476], [3.313, 2.975, -5.458], [2.238, 3.689, -4.922], [1.655, 3.273, -3.754], [2.156, 2.163, -3.039], [3.215, 1.433, -3.616], [3.774, 1.827, -4.804], [1.712, 1.947, -1.739], [1.290, 1.832, -0.593], [1.875, 4.577, -5.416], [0.837, 3.830, -3.328], [3.610, 0.566, -3.108], [4.593, 1.265, -5.229], [2.322, 3.792, 0.879], [1.282, 2.325, 0.771], [0.274, 2.610, 1.079], [1.701, 1.601, 1.470], [-2.402, -0.802, 1.553], [-2.139, 0.400, 1.583], [-1.162, 0.985, 1.026], [-2.986, 1.303, 2.449], [-4.364, 1.167, 2.484], [-5.109, 1.983, 3.350], [-4.485, 2.891, 4.193], [-3.104, 2.999, 4.157], [-2.350, 2.223, 3.266], [-2.438, 3.875, 5.049], [-1.206, 3.861, 5.051], [-3.107, 4.595, 5.790], [-6.522, 1.857, 3.391], [-7.153, 2.561, 4.180], [-7.055, 1.043, 2.637], [-4.867, 0.446, 1.860], [-5.069, 3.490, 4.875], [-1.278, 2.347, 3.248]],
  "mulliken_spin": [0.045, 0.000, 0.002, -0.002, 0.000, 0.002, 0.007, -0.003, 0.005, -0.004, -0.006, -0.004, 0.000, 0.000, 0.000, 0.000, 0.000, -0.001, 0.000, 0.001, 0.000, 0.016, -0.003, -0.009, 0.010, 0.009, 0.012, 0.006, -0.005, -0.003, 0.000, -0.006, 0.000, -0.001, 0.000, -0.010, 0.008, 0.010, 0.233, -0.024, 0.140, 0.137, 0.118, -0.036, -0.008, 0.229, 0.011, 0.017, 0.056, -0.001, 0.046, 0.007, 0.003, -0.008, 0.000, 0.002, 0.001, 0.000, 0.000, -0.001, 0.000, -0.001, 0.000, 0.000, 0.000, 0.000, 0.000, 0.000, 0.000, 0.000, 0.000, 0.000],
  "multiplicity": 2,
  "e_homo_ev": [-1.766, -4.173],
  "charge": -1,
  "relative_energy_kj_mol": 111.35
}


# 4
{
  "formula": "C5H12NO",
  "method": "the ωB97M-V functional and the def2-TZVPD basis",
  "symbols": ["C", "C", "C", "C", "N", "C", "O", "H", "H", "H", "H", "H", "H", "H", "H", "H", "H", "H", "H"],
  "coordinates": [[-2.049, 0.476, -0.589], [-0.537, 0.132, -0.369], [-0.362, -1.354, -0.002], [1.002, -1.646, 0.688], [0.074, 1.191, 0.449], [1.452, 1.644, -0.030], [2.185, 2.143, 0.919], [-2.583, -0.472, -0.445], [-2.178, 0.748, -1.640], [-2.449, 1.251, 0.053], [-0.068, 0.210, -1.357], [-0.522, -2.005, -0.861], [-1.124, -1.623, 0.750], [1.250, -2.643, 1.036], [1.768, -1.198, 0.051], [1.098, -0.926, 1.503], [0.057, 0.926, 1.418], [1.143, 2.336, -0.902], [1.842, 0.811, -0.673]],
  "nbo_charge": [-0.608, -0.058, -0.405, -0.640, -0.696, 0.185, -0.906, 0.174, 0.191, 0.216, 0.173, 0.185, 0.169, 0.191, 0.221, 0.222, 0.341, 0.022, 0.021],
  "e_homo_ev": -2.333,
  "charge": -1,
  "relative_energy_kj_mol": 87.64,
  "smiles": "CC[C@@H](C)NC[O-]"
}


Total energy in a.u., matching the order above: -2117.58204 -1479.86165 -4735.57639 -327.66267